Formula: C37H25F3N8O3RuSi
Source: the Open Molecules 2025 dataset
Level of theory: ωB97M-V/def2-TZVPD

Summary:
Frontier orbital gap (spin up / spin down), eV: 4.91 / 4.94
Multiplicity: 2
Lowest unoccupied orbital energy (spin up / spin down), hartree: 0.035 / 0.034
⟨S²⟩: 1.162
Charge: -1
Total energy, eV: -75458.1327

Each line ends with the Mulliken charge.
Element x y z (Å)
N 0.73 -1.59 -1.11  -0.326
C -0.13 -3.20 -2.52  0.164
C -0.24 -5.13 -1.05  -0.160
H 2.11 4.31 -4.20  0.541
H -3.00 -2.59 -2.03  0.164
C 1.02 1.08 -4.40  0.533
C -0.74 -5.85 -2.12  -0.659
C 2.13 3.07 -5.96  -0.621
F -3.09 3.46 1.50  -0.289
C 1.41 4.10 0.63  0.678
O -1.54 -0.67 -0.42  -0.174
C 1.64 -0.97 3.66  0.357
N 1.71 1.26 2.70  -0.529
Ru 0.24 0.24 -0.26  -0.675
H -4.26 -1.38 -1.94  0.302
C 1.80 4.30 3.03  -0.105
H 2.28 -1.91 6.83  0.384
H 2.05 1.65 -7.56  0.392
C 1.50 6.25 1.62  -0.658
H 1.12 5.91 -0.48  0.540
C 0.97 -2.00 1.75  -0.493
H -4.42 -2.88 -1.03  0.374
C 1.63 3.51 1.89  0.506
H 1.17 -4.35 3.48  0.544
C -3.72 -2.12 -1.36  -1.087
C 1.84 1.82 -6.51  -0.581
H -3.45 -3.27 1.64  0.553
H -5.11 -0.46 0.96  0.437
C 1.74 -3.23 5.23  -0.650
H -0.09 -5.59 -0.08  0.546
C -1.43 1.66 1.59  1.044
C -0.94 -5.25 -3.37  -0.643
C 1.32 5.48 0.49  -0.403
C 1.30 3.02 -0.31  0.356
N 1.47 1.81 0.34  -0.569
H 1.79 -4.10 5.87  0.389
C 0.06 -3.79 -1.25  0.595
H -3.81 0.09 2.01  0.270
C 0.28 -1.83 -2.39  0.116
O -1.09 1.91 0.42  -0.571
N 0.97 -0.66 1.49  0.419
C 1.61 2.09 1.69  -0.389
O -1.24 0.67 2.27  -0.491
C 1.29 0.81 -5.74  -0.314
C 0.96 2.27 -2.46  -0.522
C 1.75 5.67 2.87  -0.638
C -4.09 -0.08 0.97  -1.270
N 0.73 -2.96 0.89  -0.442
H 1.92 6.31 3.72  0.402
H -4.09 0.88 0.46  0.328
H 1.06 -0.16 -6.15  0.532
H 2.56 3.83 -6.60  0.386
C 1.98 -0.83 5.00  -0.263
N 1.19 3.23 -1.59  -0.649
C 1.87 3.36 -4.63  -0.297
H -1.76 -3.38 1.16  0.250
C -0.63 -3.93 -3.59  0.012
C 2.02 -1.98 5.78  -0.643
Si -2.86 -1.32 0.16  0.458
F -2.92 2.38 3.35  -0.279
C 1.44 -0.02 2.60  -0.310
H -1.34 -5.86 -4.17  0.398
F -1.39 3.78 2.78  -0.246
C 1.40 -3.38 3.90  -0.193
N 0.45 1.03 -2.18  0.133
H -0.77 -3.45 -4.55  0.524
C 0.54 -2.75 -0.39  -0.071
H 1.44 7.33 1.54  0.396
C 1.33 -2.23 3.12  0.302
H -1.00 -6.89 -1.99  0.390
N 0.30 -1.01 -3.42  -0.674
C -2.22 2.83 2.30  0.652
H -2.23 -2.27 2.41  0.231
C 0.55 0.28 -3.32  -0.318
H 2.19 0.15 5.41  0.554
H 1.97 3.84 3.99  0.561
C -2.54 -2.70 1.47  -1.099
C 1.30 2.35 -3.85  0.593

***

Formula: C37H26BCl2F4I2N2O4PS2Ti
Source: the Open Molecules 2025 dataset
Level of theory: ωB97M-V/def2-TZVPD

Summary:
Frontier orbital gap (spin up / spin down), eV: 6.23 / 7.17
Multiplicity: 2
Lowest unoccupied orbital energy (spin up / spin down), hartree: 0.061 / 0.058
⟨S²⟩: 0.756
Charge: -1
Total energy, eV: -156840.6108

Each line ends with the Mulliken charge.
Element x y z (Å)
C -3.82 4.54 -0.18  -0.921
H 5.89 -1.77 -1.12  0.377
C -1.80 0.35 1.26  1.416
I 2.35 4.62 1.05  -0.005
H 2.39 1.43 0.22  -0.493
C 1.19 -4.65 -2.96  -0.812
Ti -0.65 0.84 -0.41  -0.448
H -3.50 -2.74 -3.64  0.474
H 1.60 -3.65 5.32  0.337
C 2.84 -0.63 -0.19  0.507
C 2.58 -2.02 2.51  -0.901
C -1.90 0.90 2.57  -1.397
H -2.99 0.45 4.43  0.494
O 0.16 -0.68 -4.27  -0.750
Cl 1.19 3.07 -3.07  -0.061
H -1.87 -0.94 -3.19  0.427
C 3.85 -1.52 -0.54  -0.388
H 4.64 2.24 -0.30  0.306
H 1.48 -5.96 -1.30  0.409
C 2.65 -2.60 3.77  -0.598
C -2.46 -1.37 -2.38  -0.723
C 4.42 1.18 -0.38  -0.706
C 0.28 4.56 0.87  0.124
C 1.53 -3.21 4.32  -0.603
F 0.91 2.45 3.50  -0.354
O 2.26 -0.19 -3.13  -0.751
H -0.78 4.28 -3.35  0.334
C 0.34 -3.24 3.62  -0.754
F 2.71 0.99 3.52  -0.317
C 1.10 -2.60 -1.04  -0.304
H -5.29 3.30 -1.07  0.461
C -2.92 -1.37 -0.12  0.883
C -4.27 3.38 -0.72  -1.316
B 1.33 1.11 3.35  0.583
C -2.65 -0.72 1.14  0.374
H -1.35 1.77 2.91  0.343
H 1.25 -5.43 -3.70  0.387
H 0.90 -3.07 -4.41  0.588
H -4.80 -3.69 -1.72  0.413
H -0.03 6.56 1.61  0.403
C -3.36 -2.38 -2.63  -1.042
C -2.49 4.61 0.28  1.135
H -4.39 -2.78 0.56  0.475
C 3.14 0.73 -0.09  0.008
C 0.96 -2.32 -2.41  0.084
P 1.13 -1.21 0.19  3.311
C 1.39 -2.06 1.79  0.022
Cl -1.56 2.07 -3.44  -0.026
F 1.01 0.72 1.98  -0.211
C 0.27 -2.67 2.36  -0.161
C -2.76 0.24 3.39  -0.465
H 3.58 -2.55 4.32  0.368
H 3.44 -1.51 2.11  0.344
H -0.54 -3.70 4.05  0.406
C -0.50 5.70 1.16  -0.175
C 1.27 -3.93 -0.66  -0.686
N -2.18 2.29 -0.45  0.927
C 5.41 0.29 -0.76  -0.609
H -3.80 1.33 -1.22  0.526
O 0.32 2.33 0.02  0.084
F 0.64 0.26 4.23  -0.426
C 1.00 -3.33 -3.36  -0.601
C -3.43 2.26 -0.82  -0.343
N -2.24 -0.86 -1.17  0.715
H -0.27 3.44 -4.84  0.401
S -3.52 -1.09 2.62  -0.384
C -3.85 -2.41 -0.30  -0.976
C -4.07 -2.91 -1.56  -0.704
C 1.32 -4.94 -1.61  -0.713
S 0.91 -0.65 -3.04  1.195
C -1.71 3.45 0.09  -0.382
H 1.38 -4.17 0.39  0.483
C -0.30 3.43 0.36  -1.152
C 5.13 -1.07 -0.83  -0.833
C -0.38 3.37 -3.77  -0.501
I -2.92 7.46 1.32  0.006
O 0.13 0.06 -1.97  0.647
H -4.46 5.42 -0.12  0.241
C -1.84 5.72 0.88  -0.233
H 3.64 -2.58 -0.61  0.467
H -0.67 -2.67 1.82  0.406
H 6.41 0.65 -1.01  0.335

***

Formula: C37H26GaN3O2P
Source: the Open Molecules 2025 dataset
Level of theory: ωB97M-V/def2-TZVPD

Summary:
Frontier orbital gap, eV: 8.39
Multiplicity: 1
Lowest unoccupied orbital energy, hartree: -0.099
Charge: +1
Total energy, eV: -109016.9791

Each line ends with the natural charge from an NBO analysis.
Element x y z (Å)
C -1.27 2.14 -1.35  0.780
H 4.23 1.51 3.66  0.233
C 3.00 1.21 1.94  -0.169
H -3.02 -0.69 -3.29  0.242
H -1.03 4.35 -2.77  0.240
H -0.81 3.18 5.42  0.224
C 2.40 3.21 -1.42  -0.172
C 1.07 4.79 -2.65  -0.171
C 5.36 0.75 1.99  -0.165
H 0.82 0.90 -3.17  0.226
H 0.27 -0.71 8.28  0.224
C -0.48 0.92 4.05  0.055
H -2.24 -4.11 -0.13  0.243
H 1.87 -1.95 -0.13  0.225
N -2.54 -2.22 -1.14  -0.338
C 4.20 1.19 2.62  -0.199
C 0.04 0.15 7.66  -0.206
H -3.73 -4.58 -1.58  0.225
H 3.20 4.95 -2.38  0.233
H -0.08 1.52 9.30  0.224
C 1.59 -1.72 -1.15  -0.197
C 1.00 -0.12 -2.86  -0.140
C -4.55 -4.23 -3.51  -0.138
C 1.26 2.47 -1.13  -0.392
C -0.07 4.04 -2.38  -0.185
H 1.00 5.69 -3.24  0.234
H -0.61 3.46 7.87  0.225
H -4.99 -5.22 -3.58  0.244
N -6.07 -4.01 -6.66  -0.254
H 0.97 -3.27 -4.10  0.231
C 0.85 -1.16 -3.77  -0.205
C 5.32 0.33 0.67  -0.221
C -3.45 -1.68 -3.34  -0.250
C 1.37 -0.40 -1.55  -0.396
C -0.57 2.34 6.05  -0.188
C 0.01 2.89 -1.61  -0.048
C -2.07 -3.05 -0.13  -0.054
C 1.08 -2.47 -3.38  -0.186
Ga -0.61 0.69 0.96  1.529
C -4.73 -3.32 -4.55  -0.159
H 6.29 0.73 2.53  0.231
H -0.92 -2.53 1.67  0.245
C 2.31 4.37 -2.17  -0.190
H 4.08 0.02 -1.06  0.219
H 0.57 -0.93 -4.80  0.231
H 2.09 1.53 2.43  0.238
H 0.08 -0.99 5.83  0.218
C 2.96 0.79 0.61  -0.416
C -3.83 -3.86 -2.39  -0.236
H 1.63 -3.77 -1.77  0.229
H 3.37 2.88 -1.06  0.231
H 6.22 -0.01 0.18  0.231
C -4.18 -2.05 -4.46  -0.124
C -3.28 -2.59 -2.30  0.229
C -2.14 -0.97 -0.85  0.247
C -0.07 -0.01 6.28  -0.191
C -0.16 1.40 8.23  -0.185
H -4.31 -1.34 -5.26  0.243
C -0.37 1.08 5.47  -0.084
O -2.00 1.85 -2.28  -0.599
C -0.46 2.49 7.43  -0.204
C 1.45 -2.75 -2.07  -0.203
P 1.40 0.89 -0.28  0.960
C 4.12 0.35 -0.03  -0.127
H -2.37 -0.09 -1.42  0.271
O -1.57 1.85 -0.10  -0.847
C -5.47 -3.70 -5.72  0.254
C -0.56 0.80 2.85  -0.605
C -1.41 -2.26 0.75  -0.053
N -1.46 -0.96 0.29  -0.620

***

Formula: C37H26IN7RuS
Source: the Open Molecules 2025 dataset
Level of theory: ωB97M-V/def2-TZVPD

Summary:
Frontier orbital gap (spin up / spin down), eV: 5.27 / 5.78
Multiplicity: 6
Lowest unoccupied orbital energy (spin up / spin down), hartree: -0.088 / -0.187
⟨S²⟩: 8.828
Charge: +1
Total energy, eV: -70732.4195

Each line ends with the Mulliken charge.
Element x y z (Å)
C 5.64 1.60 -0.51  -0.984
C 1.62 1.31 2.61  0.019
H 0.13 -2.03 1.09  0.273
C -1.66 0.52 5.08  0.636
H -2.62 -5.28 0.74  0.452
N 0.47 0.91 2.05  0.502
C -1.81 0.22 2.27  -0.801
C -2.13 -4.41 0.30  -0.640
H 6.66 1.23 -0.57  0.408
N -0.24 -1.05 -1.35  2.420
C 4.08 3.41 -0.45  -0.756
C 1.03 0.33 -4.50  -1.017
H 0.12 -3.13 -3.05  0.561
S -3.23 0.14 6.81  0.133
C 0.70 1.27 4.81  -0.172
H 1.47 -0.73 -6.32  0.436
H -3.82 4.35 -1.42  0.456
H -2.10 0.75 -3.01  0.555
C -2.98 -0.09 3.04  0.159
H 2.74 1.84 4.33  0.477
H 2.45 1.47 1.94  0.270
N -3.83 -0.19 5.34  -0.690
C 0.58 0.24 -3.20  0.000
C 3.86 -1.63 -0.38  -1.441
C -0.85 -2.19 -0.83  0.007
H -2.11 -2.57 -2.53  0.592
C -4.12 -0.50 2.39  -0.469
Ru 0.13 0.49 -0.04  -0.500
C 1.12 -0.80 -5.30  -0.623
N -1.82 0.10 0.90  0.725
C -2.87 0.06 4.47  0.716
C -0.62 0.65 2.87  0.115
H -3.20 -4.54 -1.55  0.420
C 0.32 -2.15 -3.47  -0.573
H 0.78 1.41 5.88  0.542
H 1.78 -1.97 -0.38  0.270
C 3.06 2.51 -0.40  0.778
C -3.26 3.45 -1.64  -0.329
H 4.07 -2.69 -0.36  0.485
H -2.94 -0.39 -0.76  0.489
N -1.72 1.88 -1.30  0.786
C 2.17 0.14 -0.35  0.705
C 0.17 -1.00 -2.66  0.125
C 1.78 1.51 3.95  -1.299
C -4.11 -0.61 0.99  -1.432
N -1.74 0.60 6.39  -0.703
H -4.02 2.61 -3.53  0.448
C 2.53 -1.19 -0.37  0.100
C -0.50 0.83 4.28  0.015
H 5.91 -1.03 -0.42  0.406
C -3.34 2.58 -2.69  -1.102
H 0.52 1.13 -2.59  0.156
H 1.32 1.30 -4.90  0.479
H -5.00 -0.74 2.97  0.552
H 0.88 -2.94 -5.36  0.453
C 0.77 -2.04 -4.77  -0.844
H -1.98 3.40 0.04  0.111
H -0.96 -3.99 2.05  0.483
C 3.23 1.10 -0.40  0.214
C -1.82 -2.91 -1.55  -0.211
H -4.98 -0.92 0.44  0.497
N -2.28 3.00 -0.84  -0.295
I 1.10 3.29 -0.34  0.171
C -1.20 -3.69 1.04  -1.075
C 4.59 0.67 -0.44  0.976
C -2.95 -0.31 0.31  -0.329
H 6.22 3.66 -0.57  0.420
C -2.45 -4.01 -0.98  -0.911
C 5.41 2.95 -0.52  -0.668
C -0.58 -2.59 0.49  -0.285
C -2.36 1.61 -2.43  -0.462
C 4.88 -0.72 -0.41  -0.823
H 3.88 4.47 -0.44  0.441

***

Formula: C37H26IN7RuS
Source: the Open Molecules 2025 dataset
Level of theory: ωB97M-V/def2-TZVPD

Summary:
Frontier orbital gap (spin up / spin down), eV: 5.52 / 5.71
Multiplicity: 6
Lowest unoccupied orbital energy (spin up / spin down), hartree: -0.083 / -0.183
⟨S²⟩: 8.824
Charge: +1
Total energy, eV: -70732.5443

Each line ends with the Mulliken charge.
Element x y z (Å)
C 1.44 2.82 -1.01  0.864
H -4.58 1.65 2.43  0.476
C -4.27 1.05 -1.38  -0.786
C 0.39 5.04 -1.04  -0.831
C -0.24 -0.35 5.39  0.565
C -2.59 -2.93 1.93  -1.257
C 2.63 2.09 -1.25  0.493
C 1.51 4.21 -1.29  0.849
H -2.07 -2.32 -0.05  0.310
H -6.31 1.63 -1.50  0.439
N 0.69 0.74 1.93  0.456
H -0.14 -4.68 -2.98  0.448
C -4.50 1.46 1.37  -1.074
C 2.70 4.78 -1.79  -0.892
Ru -0.15 0.28 0.03  0.311
C -0.75 4.51 -0.51  -1.290
C -1.70 -0.96 -5.04  -0.648
C -3.15 0.80 -0.54  0.508
H -1.60 5.14 -0.30  0.460
C 1.60 1.71 2.21  -0.017
H 1.61 1.64 5.59  0.544
H -2.88 -3.26 4.07  0.540
N -1.94 0.40 -1.07  0.739
C -0.82 3.13 -0.25  0.072
H -6.56 1.92 0.95  0.429
C -2.36 -2.69 3.30  -0.486
H 1.37 -2.63 0.49  0.549
H 1.37 -5.09 -0.72  0.421
H 0.12 0.19 -5.14  0.472
H -0.06 1.01 -2.83  0.444
C 0.11 0.06 2.99  0.180
C 1.97 2.05 3.48  -1.385
C 0.91 -2.92 -0.45  -0.432
H 0.45 6.10 -1.27  0.405
C 0.45 0.40 4.33  0.062
S -1.04 -1.23 7.41  0.134
H 4.67 2.04 -1.86  0.461
N -1.70 -1.96 6.13  -0.668
C 3.78 2.65 -1.71  -0.775
C -1.91 -2.17 1.01  -0.266
H 2.04 2.21 1.36  0.277
H -1.75 2.76 0.18  0.353
H -1.63 -1.31 -6.07  0.425
I 2.65 0.04 -0.88  0.217
C -1.17 -1.38 5.07  0.566
H -3.66 -1.23 -2.30  0.519
H -4.17 0.97 -2.45  0.610
N -0.08 -0.16 6.68  -0.682
C 0.14 -4.00 -2.19  -0.231
C -3.29 1.08 0.84  0.174
H 2.72 5.85 -2.00  0.410
C -2.86 -0.88 -2.94  -0.094
C 3.82 4.03 -2.00  -0.693
C -0.72 -0.11 -4.52  -0.816
H -3.28 -3.69 1.59  0.492
C 1.36 1.39 4.57  -0.154
H 4.73 4.47 -2.37  0.407
H 2.71 2.83 3.63  0.474
C -2.76 -1.34 -4.24  -0.994
C 0.22 2.26 -0.49  0.219
C -5.47 1.44 -0.84  -0.775
N 0.21 -2.03 -1.15  0.545
C -1.47 -1.72 3.68  0.285
C -5.61 1.62 0.54  -0.640
C -1.89 -0.02 -2.42  -0.002
C -0.79 -0.97 2.69  -0.882
N -1.03 -1.21 1.35  0.761
N -0.25 -2.71 -2.20  -0.298
C -0.81 0.35 -3.22  -0.177
H -2.44 1.00 1.50  0.530
C 0.90 -4.18 -1.06  -1.215
H -3.52 -2.01 -4.63  0.412
H -0.79 -2.24 -2.91  0.154

***

Formula: C37H26N8O3PS2Ti
Source: the Open Molecules 2025 dataset
Level of theory: ωB97M-V/def2-TZVPD

Summary:
Frontier orbital gap (spin up / spin down), eV: 4.35 / 4.63
Multiplicity: 2
Lowest unoccupied orbital energy (spin up / spin down), hartree: 0.151 / 0.139
⟨S²⟩: 0.844
Charge: -2
Total energy, eV: -110935.8226

Each line ends with the Mulliken charge.
Element x y z (Å)
S 0.82 0.67 -2.33  -0.165
C 2.07 -1.05 0.87  0.895
C 2.30 -0.70 4.27  0.239
N -2.61 -0.70 -1.02  -0.383
H -1.92 4.75 -2.58  0.502
N 0.77 2.01 1.19  0.404
C -2.04 -1.53 -0.17  -0.950
H -4.48 2.23 -4.94  0.378
C 1.55 -2.81 5.19  -0.303
C 0.32 3.24 0.73  -0.532
C 2.93 -0.37 5.47  -0.469
H -3.65 -6.18 1.66  0.378
C 1.23 -0.18 -6.04  -0.696
C -0.74 -2.50 1.38  -1.097
H 0.23 -4.46 -3.12  0.445
N 2.31 1.37 3.00  -0.448
N 1.46 -0.79 2.13  1.242
H 1.00 -3.74 5.06  0.513
O 2.35 0.08 0.25  -0.337
C 1.02 4.28 1.44  0.561
N -0.56 3.51 -0.23  -0.610
N -0.85 -1.38 0.55  0.605
C -2.14 2.71 -1.92  0.556
H -3.43 4.42 -4.52  0.367
H 1.75 1.40 -4.67  0.262
C -2.73 1.46 -2.16  0.672
H -0.69 -2.34 -4.07  0.318
H 3.15 6.40 3.84  0.376
C -3.23 3.60 -3.84  -0.544
C 1.72 2.24 2.18  -0.699
H -4.43 -2.93 -1.05  0.513
O 2.91 -0.25 -4.24  -0.289
C 2.89 -1.29 6.51  -0.554
S 2.39 -2.59 0.33  -0.401
C 0.98 -1.93 2.83  -0.580
C -3.59 1.27 -3.25  -0.362
H 2.18 -3.21 7.19  0.370
H -1.57 -5.06 2.44  0.523
H -5.06 -5.14 -0.08  0.379
N -1.32 1.24 -0.36  0.005
C 2.66 4.41 3.23  -0.304
C -1.28 2.55 -0.78  -0.275
H 0.83 0.50 -6.79  0.395
C 2.20 -2.51 6.36  -0.575
C -0.08 -2.33 -3.16  0.625
H 3.43 0.58 5.58  0.498
C -3.83 2.35 -4.08  -0.550
H 1.65 7.50 2.20  0.367
P 2.23 -0.85 -2.84  0.120
H 0.41 -0.55 -5.43  0.024
C -2.65 -2.80 0.15  0.505
C 2.24 0.57 -5.18  -0.320
C -2.39 3.80 -2.76  -0.408
C -1.84 -3.39 1.11  0.522
N 0.04 -2.72 2.42  -0.391
C 1.60 -1.90 4.13  0.348
H -1.16 -3.90 -2.17  0.321
C -2.20 -4.62 1.68  -0.222
C -0.13 -3.67 -2.46  -1.126
O 1.25 -2.00 -3.54  -0.341
C 1.70 6.42 2.23  -0.624
H 3.04 0.99 -5.82  0.323
C -4.16 -4.63 0.25  -0.691
H 0.25 6.13 0.66  0.511
H 1.70 -1.03 -6.54  0.271
C 1.88 3.65 2.34  0.265
H 0.48 -3.65 -1.56  -0.015
H -4.03 0.30 -3.44  0.491
H 3.31 3.93 3.94  0.498
C -3.82 -3.41 -0.30  -0.061
C 2.12 0.10 3.07  -0.554
C -2.22 0.56 -1.17  -0.396
H -0.50 -1.55 -2.52  -0.431
C 2.56 5.78 3.16  -0.542
C -3.35 -5.23 1.24  -0.576
H 3.39 -1.07 7.44  0.370
Ti 0.44 0.27 0.07  -0.981
C 0.92 5.67 1.37  -0.156